{
  "formula": "C14H17N3O4V",
  "method": "the ωB97M-V functional and the def2-TZVPD basis",
  "symbols": ["V", "C", "C", "O", "C", "C", "C", "N", "N", "C", "O", "C", "C", "C", "C", "C", "C", "H", "H", "H", "H", "H", "H", "H", "H", "H", "H", "H", "H", "N", "C", "C", "O", "O", "H", "H", "H", "H", "H"],
  "xyz": [[13.27870, 8.03931, 6.18038], [17.28078, 9.29583, 5.60550], [15.80369, 9.37136, 5.58599], [15.22194, 8.35912, 6.15358], [15.12146, 10.50073, 5.09272], [13.76593, 10.79904, 5.21512], [13.18403, 12.10091, 4.83895], [12.88751, 9.79649, 5.47032], [11.71253, 10.15360, 5.97652], [10.89020, 9.10107, 6.05547], [11.26819, 7.87762, 6.03977], [9.48257, 9.34105, 5.96857], [9.06779, 10.63661, 6.26331], [7.72545, 10.92660, 6.07196], [6.83080, 10.04586, 5.46852], [7.32902, 8.80846, 5.06079], [8.65740, 8.47557, 5.35000], [17.65303, 9.66386, 6.55954], [17.65660, 9.91241, 4.76373], [17.55666, 8.27545, 5.41379], [15.71705, 11.21997, 4.51305], [12.56638, 11.87713, 3.94943], [13.92118, 12.87383, 4.53767], [12.58312, 12.56759, 5.64441], [9.69545, 11.40776, 6.66286], [7.44760, 11.97598, 6.25637], [5.78464, 10.40545, 5.23892], [6.71798, 8.11515, 4.46621], [9.05684, 7.47797, 5.10415], [16.77800, 5.56406, 5.66327], [15.63556, 4.89917, 4.88232], [14.32344, 4.96128, 5.76109], [13.82545, 3.99159, 6.31620], [13.79246, 6.19970, 5.79418], [17.65251, 5.49177, 5.16029], [16.80547, 4.99636, 6.55331], [16.55998, 6.56615, 5.87112], [15.96905, 3.89596, 4.67953], [15.46412, 5.42890, 3.92883]],
  "nbo_charge": [1.594, -0.664, 0.509, -0.764, -0.431, 0.355, -0.682, -0.412, -0.417, 0.603, -0.695, -0.163, -0.160, -0.210, -0.189, -0.192, -0.176, 0.262, 0.245, 0.183, 0.237, 0.259, 0.238, 0.271, 0.232, 0.218, 0.233, 0.226, 0.236, -0.694, -0.317, 0.764, -0.526, -0.826, 0.440, 0.456, 0.469, 0.241, 0.246],
  "charge": 1,
  "e_above_lowest_kcal_mol": 8.5,
  "homo_energy_ev": [-10.63, -10.65],
  "s2": 2.145,
  "orbital_gap_ev": [6.07, 6.85],
  "e_lumo_ha": [-0.1674, -0.1396],
  "spin_multiplicity": 3
}

***

{
  "formula": "H4O2",
  "method": "the ωB97M-V functional and the def2-TZVPD basis",
  "symbols": ["O", "H", "H", "O", "H", "H"],
  "xyz": [[-0.03970, -0.52811, -1.39824], [-0.25291, -0.15261, -2.21774], [-0.31131, -1.40434, -1.30867], [0.10437, 0.69859, 1.51086], [0.20945, 0.30200, 0.57207], [-0.16260, -0.10889, 2.05343]],
  "nbo_charge": [-0.954, 0.483, 0.477, -0.960, 0.493, 0.461],
  "charge": 0,
  "e_above_lowest_kcal_mol": 6.6,
  "homo_energy_ev": -10.89,
  "orbital_gap_ev": 11.58,
  "e_lumo_ha": 0.0253
}

***

{
  "formula": "C34H53Cl14F15O10",
  "method": "the ωB97M-V functional and the def2-TZVPD basis",
  "symbols": ["C", "C", "O", "C", "O", "C", "F", "F", "F", "H", "H", "H", "H", "H", "C", "C", "O", "C", "O", "C", "F", "F", "F", "H", "H", "H", "H", "H", "C", "C", "O", "C", "O", "C", "F", "F", "F", "H", "H", "H", "H", "H", "C", "C", "O", "C", "O", "C", "F", "F", "F", "H", "H", "H", "H", "H", "C", "C", "O", "C", "O", "C", "F", "F", "F", "H", "H", "H", "H", "H", "Cl", "C", "C", "Cl", "H", "H", "H", "H", "Cl", "C", "C", "Cl", "H", "H", "H", "H", "Cl", "C", "C", "Cl", "H", "H", "H", "H", "Cl", "C", "C", "Cl", "H", "H", "H", "H", "Cl", "C", "C", "Cl", "H", "H", "H", "H", "Cl", "C", "C", "Cl", "H", "H", "H", "H", "Cl", "C", "C", "Cl", "H", "H", "H", "H"],
  "xyz": [[10.02521, 3.88513, -0.82339], [8.72182, 4.64134, -0.48210], [7.60775, 3.76697, -0.82255], [6.64436, 3.45003, 0.08717], [6.63017, 3.90184, 1.22026], [5.51856, 2.61296, -0.46665], [5.92661, 1.84361, -1.47939], [5.01309, 1.82726, 0.48936], [4.57896, 3.42141, -0.93326], [9.95029, 3.71513, -1.89744], [9.97444, 2.86684, -0.43792], [10.94534, 4.36253, -0.48638], [8.71730, 5.59168, -1.01590], [8.61165, 4.96392, 0.55324], [-3.92199, -0.13341, 8.12061], [-4.93631, 0.22241, 7.00783], [-4.08498, 0.49386, 5.89407], [-4.34023, 0.16350, 4.60548], [-5.42991, -0.41381, 4.27486], [-3.29460, 0.55821, 3.59178], [-3.77692, 1.55035, 2.85563], [-2.16095, 0.98010, 4.14927], [-3.19368, -0.50745, 2.75166], [-3.45721, -1.07205, 7.81890], [-4.51003, -0.21926, 9.03436], [-3.14129, 0.61338, 8.26520], [-5.46824, 1.15184, 7.21105], [-5.65604, -0.57331, 6.81569], [2.46534, 0.02968, 0.72142], [1.47243, -1.08825, 0.57362], [0.26734, -0.67928, -0.17043], [-0.67612, 0.08955, 0.48209], [-0.64149, 0.46391, 1.66500], [-1.88834, 0.56440, -0.42623], [-1.93882, 1.89837, -0.45832], [-1.79204, 0.10414, -1.70054], [-3.03108, 0.11258, 0.12343], [3.31384, -0.30578, 1.31778], [2.00214, 0.89070, 1.20325], [2.86848, 0.30155, -0.25411], [1.14477, -1.51773, 1.52034], [1.93158, -1.90230, 0.01271], [-2.13806, -3.52914, -0.13534], [-3.52128, -3.97185, -0.74477], [-4.06388, -2.96131, -1.59017], [-5.11300, -3.26752, -2.34719], [-5.57460, -4.35545, -2.62398], [-5.53153, -1.97648, -3.22578], [-5.21783, -0.83571, -2.59371], [-4.86767, -1.98094, -4.38320], [-6.84065, -1.99042, -3.46106], [-2.30365, -2.65815, 0.49875], [-1.39044, -3.22753, -0.86894], [-1.69293, -4.35037, 0.42640], [-4.25523, -4.22808, 0.01926], [-3.33354, -4.86513, -1.34052], [-4.86221, 1.95668, -1.73562], [-5.23643, 3.40155, -2.03135], [-4.11142, 4.13540, -2.04646], [-4.14999, 5.48555, -2.20918], [-5.16272, 6.11223, -2.47696], [-2.79382, 6.25937, -2.13795], [-2.28657, 6.47134, -3.32004], [-2.97039, 7.46304, -1.65355], [-1.86794, 5.61635, -1.42432], [-5.73373, 1.31045, -1.63104], [-4.36602, 1.89550, -0.76704], [-4.10437, 1.52689, -2.39063], [-5.87857, 3.74090, -1.21859], [-5.56955, 3.51659, -3.06280], [-7.30814, 1.85049, 0.72975], [-7.50877, 0.16109, 1.27211], [-6.32378, -0.72689, 0.70669], [-6.55634, -2.45483, 1.02927], [-8.41424, -0.27348, 0.84859], [-7.46837, 0.15887, 2.36136], [-5.42255, -0.48084, 1.26824], [-6.07469, -0.64710, -0.35146], [6.29003, -1.06889, 0.72320], [5.35002, -2.46404, 0.26041], [6.29415, -3.49462, -0.29886], [6.82200, -2.97572, -1.92102], [4.45445, -2.19602, -0.30016], [4.86660, -2.83779, 1.16301], [5.78633, -4.45742, -0.35575], [7.19857, -3.57355, 0.30438], [-1.73649, 0.07459, -5.44705], [-0.65318, 1.14713, -4.61310], [0.54663, 1.65718, -5.51391], [1.21272, 0.12816, -6.16889], [-0.29140, 0.61186, -3.73521], [-1.20541, 1.97891, -4.17574], [1.35703, 2.20199, -5.02961], [0.14981, 2.29880, -6.30063], [3.77433, -0.02337, -2.56846], [4.78804, -0.66620, -3.77101], [4.68871, 0.18981, -5.03734], [5.50805, 1.75159, -4.77841], [4.42696, -1.67237, -3.98395], [5.82461, -0.73829, -3.44173], [3.62936, 0.37500, -5.21504], [5.04201, -0.34086, -5.92146], [-1.69033, -3.86337, -4.26425], [-0.02384, -3.09601, -4.17265], [0.78916, -3.99139, -3.16551], [2.22169, -3.08958, -2.72390], [-0.14300, -2.04557, -3.90716], [0.38084, -3.18211, -5.18108], [1.01304, -4.99358, -3.53099], [0.33217, -4.11731, -2.18397], [2.35112, 0.61524, 6.45152], [1.60839, 0.54332, 4.81990], [2.18016, 1.67689, 3.94784], [3.93168, 1.37840, 3.74503], [0.53516, 0.72434, 4.87930], [1.68347, -0.43834, 4.35215], [2.01146, 2.62943, 4.45016], [1.61394, 1.60889, 3.01893], [3.03429, -3.11177, 3.16841], [1.95059, -4.16280, 4.18619], [0.51096, -3.71272, 4.00096], [-0.06330, -4.09014, 2.40794], [2.28252, -4.08397, 5.22142], [2.05746, -5.22190, 3.95168], [0.51250, -2.62352, 4.04274], [-0.18038, -4.16586, 4.71145]],
  "mulliken_spin": [0.000, 0.000, 0.000, 0.000, 0.000, 0.000, 0.000, 0.000, 0.000, 0.000, 0.000, 0.000, 0.000, 0.000, -0.004, -0.008, 0.066, 0.660, 0.180, 0.104, 0.022, -0.011, -0.052, 0.007, -0.007, -0.001, 0.009, -0.003, -0.004, 0.015, -0.010, 0.001, -0.019, -0.011, -0.001, -0.002, 0.007, 0.000, -0.001, 0.001, 0.006, 0.002, -0.010, -0.001, -0.003, -0.001, 0.000, 0.000, 0.000, 0.000, 0.000, 0.018, 0.005, -0.001, 0.001, 0.000, -0.005, -0.001, -0.001, 0.001, 0.000, 0.000, 0.000, 0.000, 0.000, -0.001, 0.006, 0.001, 0.001, 0.000, 0.001, 0.014, 0.018, -0.001, 0.001, -0.011, 0.002, -0.006, 0.000, 0.001, 0.000, 0.000, 0.000, 0.000, 0.000, 0.000, 0.000, 0.000, 0.000, 0.000, 0.000, 0.000, 0.000, 0.000, 0.000, 0.000, 0.000, 0.000, 0.000, 0.000, 0.000, 0.000, 0.000, 0.000, -0.001, 0.001, 0.000, 0.000, 0.000, 0.000, 0.000, -0.001, 0.006, 0.001, 0.006, 0.004, 0.000, -0.002, 0.002, -0.005, 0.022, -0.014, -0.005, 0.001, 0.034, -0.023],
  "charge": -1,
  "homo_energy_ev": [-0.29, -5.10],
  "s2": 0.753,
  "orbital_gap_ev": [1.87, 6.67],
  "e_lumo_ha": [0.0581, 0.0579],
  "spin_multiplicity": 2
}

***

{
  "formula": "FHNO3P",
  "method": "the ωB97M-V functional and the def2-TZVPD basis",
  "symbols": ["N", "O", "O", "O", "F", "P", "H"],
  "xyz": [[2.92539, -1.43185, -0.28411], [-1.69047, 1.97760, 0.90127], [-2.29374, -0.51239, 0.44738], [-1.98162, 1.26471, -1.44678], [2.69628, -1.13123, 1.10945], [-1.78290, 0.83241, -0.03029], [2.12706, -0.99924, -0.69692]],
  "nbo_charge": [-0.797, -1.137, -1.115, -1.139, -0.427, 2.391, 0.225],
  "charge": -2,
  "e_above_lowest_kcal_mol": 19.2,
  "homo_energy_ev": 1.78,
  "orbital_gap_ev": 4.78,
  "e_lumo_ha": 0.2409
}

***

{
  "formula": "C41H27N8OSTi",
  "method": "the ωB97M-V functional and the def2-TZVPD basis",
  "symbols": ["Ti", "C", "C", "C", "C", "C", "N", "C", "C", "C", "C", "C", "C", "C", "C", "N", "C", "N", "C", "N", "C", "N", "C", "N", "C", "N", "C", "C", "C", "C", "C", "C", "C", "C", "C", "C", "C", "C", "C", "C", "N", "H", "H", "H", "H", "H", "H", "H", "H", "H", "H", "H", "H", "H", "H", "H", "H", "C", "C", "C", "O", "H", "H", "H", "H", "H", "H", "S", "C", "C", "C", "C", "C", "C", "H", "H", "H", "H", "H"],
  "xyz": [[0.06454, 0.18071, 0.35330], [-6.47989, 0.83568, 0.96532], [-6.50854, 0.45055, -0.38031], [-5.34420, 0.16855, -1.07406], [-4.14174, 0.28530, -0.38999], [-2.75144, 0.06452, -0.79299], [-2.34508, -0.31393, -1.99303], [-1.07877, -0.46781, -2.38220], [-0.67199, -0.82588, -3.73396], [-1.40079, -1.14813, -4.87523], [-0.69498, -1.43195, -6.02833], [0.70754, -1.39468, -6.05282], [1.43610, -1.07184, -4.92429], [0.73101, -0.78942, -3.75847], [1.16645, -0.41863, -2.41785], [2.43351, -0.24925, -2.05066], [2.85750, 0.11311, -0.84710], [2.10069, 0.38768, 0.25031], [2.86868, 0.69707, 1.31945], [2.47767, 0.94164, 2.57510], [1.23023, 0.99656, 2.99753], [0.09920, 0.98494, 2.23841], [-1.01724, 0.97182, 3.00333], [-2.28292, 0.92999, 2.60773], [-2.70654, 0.67857, 1.36976], [-1.97033, 0.33392, 0.29234], [-4.11385, 0.67133, 0.95723], [-5.28296, 0.94867, 1.65185], [-0.58845, 1.02887, 4.40740], [-1.30450, 1.02657, 5.59251], [-0.58263, 1.05743, 6.77627], [0.81447, 1.08181, 6.77271], [1.53242, 1.07631, 5.58635], [0.81238, 1.05272, 4.40343], [4.26522, 0.63863, 0.89228], [5.45627, 0.85637, 1.57253], [6.63596, 0.70765, 0.86494], [6.62997, 0.34689, -0.48869], [5.44499, 0.12452, -1.16804], [4.25919, 0.27628, -0.46181], [0.05453, -0.27065, -1.65169], [-7.41244, 1.04393, 1.47319], [-7.46382, 0.36938, -0.88235], [-5.36243, -0.13594, -2.11164], [-2.48157, -1.17696, -4.84838], [-1.22947, -1.69131, -6.93309], [1.22259, -1.62606, -6.97613], [2.51720, -1.04204, -4.93493], [-5.24757, 1.23888, 2.69317], [-2.38537, 0.99637, 5.58694], [-1.10676, 1.05628, 7.72297], [1.34332, 1.09795, 7.71674], [2.61367, 1.08233, 5.57712], [5.45141, 1.12941, 2.61900], [7.58395, 0.86806, 1.36162], [7.57354, 0.23726, -1.00724], [5.43352, -0.16006, -2.21143], [-1.17287, 3.00859, -2.12224], [-0.28049, 3.24668, -0.94712], [0.14756, 4.64815, -0.61621], [0.14271, 2.33223, -0.25901], [-1.76185, 3.88861, -2.37022], [-1.81530, 2.14726, -1.95725], [-0.52660, 2.78362, -2.97760], [-0.18936, 5.37768, -1.34740], [1.23327, 4.67451, -0.52632], [-0.26311, 4.89971, 0.36378], [0.05472, -1.86857, 1.58544], [0.06414, -3.24928, 0.47478], [-0.80138, -4.31600, 0.71160], [-0.81742, -5.41157, -0.13682], [0.02889, -5.46351, -1.23566], [0.90490, -4.41216, -1.46806], [0.92814, -3.31893, -0.61655], [-1.47050, -4.27613, 1.56134], [-1.50000, -6.22861, 0.06054], [0.01196, -6.31781, -1.89928], [1.58199, -4.44273, -2.31280], [1.63913, -2.52175, -0.78908]],
  "mulliken_spin": [1.087, -0.017, 0.000, -0.026, -0.014, -0.126, 0.064, -0.084, 0.016, -0.037, 0.026, -0.029, 0.033, -0.024, 0.074, -0.070, 0.122, -0.090, 0.140, -0.059, 0.052, -0.009, 0.004, 0.018, -0.061, -0.025, -0.041, -0.004, -0.002, -0.021, 0.022, -0.018, 0.028, 0.013, 0.033, 0.021, 0.008, 0.011, 0.016, 0.029, -0.024, -0.001, -0.001, -0.002, -0.002, 0.001, -0.001, 0.001, -0.001, -0.001, 0.001, -0.001, 0.001, 0.002, 0.001, 0.001, 0.002, -0.004, 0.002, 0.000, -0.009, 0.000, 0.004, 0.000, 0.000, 0.000, 0.000, -0.036, 0.002, -0.002, 0.001, -0.002, 0.004, 0.019, 0.000, 0.000, 0.000, 0.000, -0.017],
  "charge": 0,
  "e_above_lowest_kcal_mol": 7.1,
  "homo_energy_ev": [-6.50, -6.47],
  "s2": 1.062,
  "orbital_gap_ev": [4.98, 4.94],
  "e_lumo_ha": [-0.0559, -0.0561],
  "spin_multiplicity": 2
}